Entry 1:
63
Properties=species:S:1:pos:R:3:forces:R:3 method="wB97M-V/def2-TZVPD" multiplicity=5 homo_lumo_gap_ha="0.206 / 0.197" s2=6.046 charge=-1 de_lowest_kcal_mol=69.5
Mn 0.17351 1.29726 -0.62018 7.60 -6.73 5.44
O -4.94111 0.81506 3.22112 0.07 -0.05 -0.20
C -3.69699 1.33993 3.06778 -0.03 0.06 0.12
C -2.87270 1.61720 4.15120 -0.12 -0.14 0.23
C -1.64233 2.20789 3.92889 -0.01 0.14 -0.40
N -1.20897 2.53549 2.71459 -0.29 -0.24 -0.01
C -1.99811 2.20437 1.69451 -0.24 -0.70 2.29
Br -1.32154 2.57392 0.05710 -4.31 5.76 0.53
C -3.24174 1.60539 1.78267 -0.02 0.15 0.35
H -5.14480 0.72696 4.15687 0.04 -0.02 0.06
H -3.19189 1.36816 5.15769 0.01 0.04 -0.01
H -0.96569 2.44376 4.74229 -0.11 -0.02 0.08
H -3.84152 1.38513 0.91284 0.06 -0.07 -0.05
Se -1.39171 3.90729 -5.43667 -0.87 0.03 0.67
Sb 0.55663 3.31293 -4.15210 0.12 2.39 -4.92
Se 2.14589 5.11680 -4.44456 0.57 0.04 0.48
Se 1.66806 2.26634 -6.07543 0.93 -0.68 0.16
Se 0.09066 2.32072 -2.15924 -1.07 6.07 -10.14
C 2.98183 3.68716 -0.68385 -0.12 -0.14 0.19
C 3.24757 2.17109 -0.93810 -0.35 0.60 0.14
C 4.39448 1.71164 -0.02962 0.02 -0.11 0.01
C 3.60099 1.89018 -2.42460 -0.31 -0.20 0.32
N 2.08835 1.39136 -0.57352 -1.72 -0.16 -0.32
H 3.18288 4.30313 -1.55636 0.07 0.05 -0.07
H 3.56308 4.05266 0.16568 0.14 0.01 -0.08
H 1.93720 3.82916 -0.40660 0.00 0.02 -0.11
H 5.30173 2.28803 -0.24496 -0.13 -0.08 0.00
H 4.59192 0.65061 -0.18684 0.06 -0.01 0.01
H 4.11709 1.86031 1.01429 0.06 0.03 0.05
H 4.31741 1.07139 -2.50765 0.02 0.00 0.01
H 3.97925 2.77404 -2.93653 0.04 -0.03 0.04
H 2.69192 1.56740 -2.93254 0.16 0.06 -0.23
C -0.90478 -3.62378 1.80364 0.07 0.13 -0.01
C -1.90720 -2.47072 1.81006 -0.27 -0.54 -0.02
C -2.63620 -2.47519 3.15042 0.11 0.10 -0.06
C -2.92427 -2.61307 0.68082 0.06 0.08 -0.02
O -1.21292 -1.21219 1.72705 0.19 0.23 -0.16
P -0.55285 -0.51526 0.45017 -1.17 -5.47 0.25
O -1.53681 -0.11418 -0.61682 0.47 0.30 0.30
O 0.24960 0.60229 1.00706 0.70 -1.20 4.32
O 0.43831 -1.63071 -0.15668 -0.45 0.33 1.02
C 0.75143 -2.16061 -1.46059 0.08 -0.19 -0.60
C 0.81994 -1.12231 -2.56840 -0.02 0.27 -0.10
C 2.12978 -2.78259 -1.27364 -0.03 0.00 0.05
C -0.27502 -3.21620 -1.86101 0.01 0.02 0.15
H -1.44187 -4.57181 1.86745 0.01 0.01 0.03
H -0.23147 -3.53747 2.65826 -0.02 -0.01 0.01
H -0.30283 -3.61878 0.90064 -0.01 0.00 0.03
H -3.04412 -3.47172 3.32781 0.01 0.02 0.03
H -3.46287 -1.76980 3.14721 -0.07 0.18 0.01
H -1.95015 -2.22242 3.96022 0.00 -0.01 -0.02
H -3.48090 -3.54606 0.78985 0.05 0.00 0.06
H -2.43461 -2.61767 -0.29009 -0.04 0.01 0.00
H -3.63428 -1.78546 0.70133 0.03 0.03 -0.01
H 1.57101 -0.36181 -2.35716 -0.02 -0.07 0.04
H -0.13910 -0.63378 -2.74685 0.00 -0.08 0.10
H 1.10424 -1.60813 -3.50403 0.02 -0.09 0.06
H 2.83588 -2.01783 -0.94909 -0.03 0.03 0.00
H 2.48091 -3.20114 -2.21805 -0.01 -0.05 0.03
H 2.09476 -3.56649 -0.51489 0.02 -0.03 -0.02
H -1.25570 -2.76123 -2.00442 0.03 0.02 -0.03
H -0.35189 -4.00429 -1.11085 0.00 -0.03 -0.06
H 0.03263 -3.66236 -2.80757 -0.02 -0.03 0.02

---

Entry 2:
45
Properties=species:S:1:pos:R:3:forces:R:3 method="wB97M-V/def2-TZVPD" homo_lumo_gap_ha=0.351 charge=0 de_lowest_kcal_mol=81.6
N 3.02940 -3.46158 -0.27074 -0.44 0.71 2.51
C 4.01532 -2.47458 0.14392 -0.55 1.39 0.04
C 3.29785 -1.00053 0.42093 2.21 -3.66 -2.15
C 2.92411 -0.44700 -1.08430 -1.68 0.71 2.29
C 2.66909 1.05888 -0.90156 -1.35 0.52 0.68
C 1.39502 1.33135 0.12327 2.66 2.08 -3.08
N 0.12969 1.21113 -0.54466 -0.15 1.07 -0.25
C -0.83176 0.27333 -0.64417 0.97 0.08 0.04
O -1.88805 0.51305 -1.21288 0.56 0.52 -0.03
C -0.54493 -1.12052 -0.13190 0.10 -1.52 -0.91
N 0.28482 -1.32682 1.07834 -1.12 -0.77 0.32
C -1.93686 -1.69930 -0.03588 -1.72 -2.28 -1.68
C -2.78194 -1.11718 1.07860 -3.11 2.28 -0.71
C -4.44224 -1.20477 0.80299 2.46 -0.79 -0.38
C -4.87000 -0.35556 -0.46242 0.29 -0.34 0.66
N -4.87414 1.11044 -0.34814 2.95 0.29 1.49
C 1.60333 2.78839 0.65240 -2.59 -1.29 -2.07
O 1.69566 3.04489 1.79624 1.05 0.77 1.47
O 1.37026 3.73371 -0.34563 2.06 1.45 1.84
H 2.12245 -3.03231 -0.06730 0.21 -0.66 -0.64
H 3.18372 -3.58171 -1.21167 -0.49 -0.55 -2.61
H 4.87611 -2.55240 -0.54849 -0.52 0.85 -0.09
H 4.46104 -2.78858 1.04404 0.38 -0.32 1.59
H 4.14220 -0.47247 0.89850 -0.90 0.44 0.00
H 2.41557 -1.35241 1.12655 1.80 1.71 -1.72
H 3.55635 -0.50128 -2.00958 0.09 -0.91 1.40
H 1.94981 -0.97721 -1.23860 0.80 0.59 -0.60
H 3.62428 1.53151 -0.54869 -0.94 -0.26 0.05
H 2.38658 1.59698 -1.82290 0.15 -0.35 0.16
H 1.44044 0.66536 0.89042 0.30 -1.55 2.29
H -0.18369 2.06626 -0.95117 -0.18 0.59 -0.46
H 0.03461 -1.68934 -0.93036 -0.86 0.87 0.52
H 0.34179 -2.38593 1.20938 -0.29 1.97 0.05
H -0.24220 -0.93092 1.87551 0.49 -0.55 -0.32
H -2.53344 -1.57978 -1.08712 1.73 -0.48 2.65
H -1.80970 -2.82213 0.15715 -0.37 1.29 -0.27
H -2.82515 0.01773 1.16642 1.14 -1.08 -0.37
H -2.46286 -1.43326 2.05723 -0.32 -0.58 0.42
H -4.69021 -2.24829 0.53904 0.08 0.28 0.11
H -4.88613 -1.03448 1.79756 -0.28 0.57 -0.75
H -4.28643 -0.69233 -1.35507 -0.28 0.02 0.76
H -5.90294 -0.60201 -0.64226 -0.46 -0.39 -0.19
H -4.99726 1.48137 -1.25885 -0.69 0.31 -1.12
H -3.85748 1.43906 -0.21284 -1.82 -0.80 0.11
H 1.74921 4.61829 0.04664 -1.32 -2.21 -1.04

---

Entry 3:
21
Properties=species:S:1:pos:R:3:forces:R:3 method="wB97M-V/def2-TZVPD" homo_lumo_gap_ha=0.357 charge=0 de_lowest_kcal_mol=15.3
C 0.97085 1.85312 -2.20388 -0.14 2.51 0.24
N 1.26058 1.24570 -0.94922 -0.68 -0.81 2.69
Si 0.50863 -0.35308 -0.73981 -1.29 0.78 2.55
C -1.31106 -0.70542 -1.12437 -1.02 3.07 -0.51
N 0.11507 -0.58233 1.30658 1.19 -0.40 -3.44
Si -0.47793 0.78570 2.05922 0.92 1.39 1.74
Si 0.14277 -2.21118 1.85866 0.06 1.58 -2.35
H 1.84709 2.20554 -2.72669 0.49 0.32 -0.02
H 0.51217 1.21048 -2.87465 -1.02 -1.63 -1.30
H 0.25408 2.70372 -2.10035 0.51 -0.43 -0.11
H 1.26415 1.94106 -0.15046 -0.01 -1.44 -1.38
H 1.25609 -1.25472 -1.69115 0.08 0.06 0.93
H -1.42641 -1.15469 -2.07446 -0.03 -0.46 -1.31
H -1.74195 -1.39113 -0.43752 -0.16 -0.54 0.85
H -2.04362 0.23224 -1.15416 1.70 -1.73 0.25
H -1.43581 0.41919 3.11375 -0.44 -0.11 -0.05
H 0.69941 1.32001 2.98550 -1.05 0.19 -1.08
H -1.12113 1.82475 1.13920 0.54 -0.50 0.42
H 1.36647 -2.56355 2.34084 2.58 -0.64 1.27
H 0.13338 -2.92313 0.60036 -0.51 -0.84 -0.59
H -0.77284 -2.60227 2.82260 -1.71 -0.38 1.21

---

Entry 4:
16
Properties=species:S:1:pos:R:3:forces:R:3 method="wB97M-V/def2-TZVPD" homo_lumo_gap_ha=0.371 charge=0 de_lowest_kcal_mol=39.6
C 2.35243 -0.56256 -0.47705 0.79 -1.07 -1.87
C 1.07214 0.15109 -0.23197 0.86 2.14 0.44
N 1.37556 1.11205 0.91897 0.23 -1.92 -0.92
C -0.05985 -0.77595 0.09411 0.24 -0.31 1.57
C -1.39402 -0.03207 0.15101 -0.29 -2.62 0.31
O -2.22187 -0.02238 1.02645 1.11 0.82 -1.07
O -1.66672 0.17853 -1.20510 0.36 2.23 0.85
H 2.69419 -1.20120 0.33695 -0.07 0.27 0.25
H 3.18375 0.08502 -0.84100 -0.62 -0.22 0.55
H 2.15405 -1.23796 -1.32809 0.29 0.00 0.21
H 0.77814 0.69933 -1.13730 0.27 0.08 0.05
H 0.72849 1.85331 0.94692 -0.85 1.07 0.09
H 2.31167 1.49776 0.79330 -0.44 -0.10 -0.05
H -0.24626 -1.59452 -0.63965 0.47 0.79 0.22
H 0.26906 -1.26443 1.01378 -0.68 0.09 0.35
H -2.21740 -0.55382 -1.36512 -1.69 -1.24 -0.96

---

Entry 5:
16
Properties=species:S:1:pos:R:3:forces:R:3 method="wB97M-V/def2-TZVPD" homo_lumo_gap_ha="0.293 / 0.293" charge=0 de_lowest_kcal_mol=66.9
C -0.80911 0.08883 -0.15040 0.13 -0.04 -0.28
C 0.09229 -1.06814 0.08096 0.10 -0.05 -0.21
C 1.53950 0.81115 -0.41078 -0.24 -0.12 0.11
C -1.42227 0.85589 0.95547 0.01 0.05 0.03
C 1.29451 -0.16747 0.55879 -0.11 0.16 -0.07
O -1.32989 0.24596 -1.34835 0.22 -0.06 0.37
O 0.22609 -1.77340 -1.15165 -0.02 0.17 0.23
O 1.62762 -0.21793 1.74376 -0.15 -0.07 -0.15
H -0.93220 -0.44642 -1.91899 0.01 0.02 0.06
H 1.16123 -1.94817 -1.30599 -0.03 0.05 0.02
H -0.21528 -1.72643 0.89474 -0.01 0.05 -0.01
H 1.30930 0.62674 -1.45102 -0.04 -0.06 0.00
H 2.23141 1.61651 -0.19632 0.00 -0.03 0.00
H -2.33790 0.34142 1.27227 0.08 0.00 -0.06
H -1.69161 1.85645 0.62111 0.02 -0.05 -0.01
H -0.74366 0.90501 1.80642 0.02 -0.03 -0.04

---

Entry 6:
68
Properties=species:S:1:pos:R:3:forces:R:3 method="wB97M-V/def2-TZVPD" homo_lumo_gap_ha=0.266 charge=+1
C 3.73010 -2.53085 2.99937 -0.64 1.22 0.03
C 4.52636 -1.84376 1.72963 2.95 -6.52 -3.76
O 5.10672 -2.71686 0.86061 -3.81 6.60 5.50
O 4.68462 -0.39857 1.50567 -4.37 -1.38 -1.06
C 3.46771 0.19698 0.89429 2.51 5.94 -3.60
O 3.68974 1.31257 0.14552 -1.83 -7.69 5.11
C 1.93359 -0.34758 1.10037 1.00 -1.20 0.89
S 0.72202 0.29658 -0.22885 1.06 -0.31 0.90
C 1.57554 -0.06058 -1.85747 1.65 0.64 -2.14
C 0.58888 -0.53453 -3.07604 -0.77 0.96 -0.18
C -0.79631 -1.27439 -2.61082 -0.18 -0.63 -1.66
C -0.59811 -2.61058 -1.68200 0.84 -0.10 -0.42
N -1.24961 -2.40200 -0.33473 -1.73 -0.63 -0.81
C -0.81767 -3.41551 0.69949 0.51 0.68 1.13
C -2.74942 -2.23626 -0.41670 -3.66 -1.35 -2.83
C -3.45057 -1.37709 0.83550 1.14 0.01 -0.39
O -3.52608 -2.67663 -1.41270 5.22 2.72 5.54
C 0.41279 2.15588 0.01258 -1.27 1.41 -1.09
I 0.91086 2.88932 2.01317 2.04 -0.80 -1.09
C -1.24330 2.33200 -0.14355 -0.33 -1.09 -1.71
C -1.68682 3.12881 -1.50572 -0.88 0.27 0.09
I -2.18308 3.31552 1.57254 -1.30 -0.43 -1.23
H 3.60510 -1.75831 3.88175 0.15 -1.68 -1.77
H 4.22873 -3.51304 3.39788 -0.60 2.12 -1.19
H 2.64082 -2.84289 2.62726 2.35 0.74 0.71
H 1.55119 -0.10483 2.20341 0.73 -0.17 -2.58
H 1.84869 -1.53536 1.01428 0.28 2.62 -0.10
H 2.43145 -0.86946 -1.75057 -1.81 1.76 0.45
H 2.08871 0.96072 -2.20112 -0.93 -2.31 1.01
H 0.25902 0.45174 -3.66151 0.68 -2.16 1.27
H 1.24432 -1.14558 -3.83966 -1.33 1.01 1.75
H -1.50080 -0.45432 -2.16328 1.26 -1.75 -0.52
H -1.32770 -1.64534 -3.61352 1.11 1.02 2.20
H -0.93892 -3.62289 -2.20964 0.49 2.33 0.97
H 0.57418 -2.73868 -1.50860 -2.43 0.22 -0.09
H -1.13700 -3.00369 1.77303 0.50 -1.17 -2.36
H -1.25631 -4.47928 0.48890 1.03 1.89 0.51
H 0.37410 -3.39095 0.71462 -2.58 -0.42 -0.17
H -3.02634 -0.26491 0.77245 -0.88 -2.40 0.15
H -3.08767 -1.83042 1.86106 -0.86 0.94 -2.06
H -4.61773 -1.33509 0.76261 2.44 -0.37 -0.03
H 0.90189 2.77728 -0.87534 -0.61 -1.47 2.16
H -1.73120 1.24478 -0.21504 1.09 2.39 0.34
H -1.51930 4.29537 -1.43537 -0.10 -2.46 -0.03
H -1.18945 2.71756 -2.48246 -0.86 0.66 1.91
H -2.86412 2.98642 -1.62636 2.65 0.25 0.23
N -2.39043 3.05754 -4.82036 -0.11 -0.07 -0.94
C -1.45219 3.36689 -5.74196 -0.59 -0.20 0.61
C -1.68590 3.37219 -7.10779 -0.20 -0.06 -0.03
C -2.95786 3.03625 -7.55917 -0.02 -0.01 0.00
C -3.94490 2.71105 -6.63444 0.22 0.08 -0.14
C -3.61626 2.73734 -5.28863 0.71 0.18 0.41
H -0.47497 3.61877 -5.34038 -0.02 0.03 -0.08
H -0.89528 3.63149 -7.80272 -0.07 -0.02 0.08
H -3.17837 3.02812 -8.62264 0.03 0.00 0.14
H -4.94587 2.44431 -6.95410 0.10 0.03 0.06
H -4.35299 2.49491 -4.52787 0.02 0.01 -0.10
N 2.46296 -1.39684 5.88957 -0.49 0.64 0.66
C 1.17018 -1.58433 6.23445 0.78 0.07 -0.28
C 0.51792 -0.84653 7.20930 0.15 0.14 0.07
C 1.23404 0.14222 7.87566 0.02 0.03 0.01
C 2.56772 0.35782 7.54411 -0.25 -0.06 0.04
C 3.13187 -0.42864 6.55258 -0.30 -0.60 -0.46
H 0.65516 -2.36939 5.68846 -0.02 0.04 0.08
H -0.52300 -1.03847 7.44361 0.11 -0.01 -0.03
H 0.75690 0.74004 8.64677 0.06 -0.08 -0.09
H 3.15325 1.12025 8.04523 -0.04 -0.09 -0.06
H 4.16844 -0.29629 6.25541 -0.05 0.03 0.08